17 unconnected molecules or ions with the total composition H35O17. Source: the OMol25 dataset; level of theory: ωB97M-V/def2-TZVPD.

Last column: natural (NBO) charge in e.
Cartesian coordinates (Å):
O (-1.2764, 1.7473, 3.8951)  -0.920
H (0.2224, 0.5775, 0.4195)  0.523
H (-1.1145, 1.1306, 4.4918)  0.468
O (-4.2231, -1.3509, 0.9588)  -0.948
H (-1.9947, 1.6403, 0.5128)  0.535
H (2.5530, 4.9106, 0.8607)  0.468
O (0.8533, -0.4366, -1.5820)  -0.958
H (1.5818, -0.9397, -1.9218)  0.471
H (0.5063, 0.1123, -2.3452)  0.486
O (1.4683, -0.6329, -4.1427)  -0.935
H (2.2630, -0.9842, -3.8155)  0.480
H (-1.8803, -2.0973, -2.5830)  0.482
O (3.3848, -3.4952, -1.0590)  -0.953
H (1.0996, 1.1059, -4.2806)  0.476
O (-1.6139, 3.7996, 0.0575)  -0.934
H (-0.7544, 3.5549, 0.3479)  0.467
H (2.7813, 3.9605, -0.7370)  0.454
O (-1.5456, -1.5030, 1.2613)  -0.986
H (-1.5364, 4.5638, 0.6525)  0.469
H (-2.2467, 1.4109, 1.8359)  0.571
O (1.2682, 1.9905, -4.7947)  -0.964
H (3.9190, -4.2360, -1.1613)  0.475
H (0.3477, 2.1894, -5.1727)  0.463
O (-2.8558, 0.0700, -1.2538)  -0.930
H (1.1251, 4.8603, 1.0470)  0.455
H (-2.9569, -0.4749, -1.9491)  0.492
O (2.8423, 3.0798, -1.0377)  -0.920
H (-1.2077, -5.2035, 2.1380)  0.488
H (3.4785, 3.4610, -1.8065)  0.461
O (3.1605, -0.3460, 2.6512)  -0.969
H (1.5748, -3.7372, 2.4707)  0.497
H (0.5760, 1.9367, -0.3464)  0.497
O (-2.7598, 1.4339, 0.8982)  -0.779
H (3.1289, -1.2600, 2.9788)  0.486
H (-2.8721, 0.4830, 0.4333)  0.584
O (1.3867, -3.0287, 3.1430)  -0.960
H (0.8491, -2.3179, 2.7922)  0.465
H (-0.7392, -2.0695, 1.2642)  0.496
O (0.0731, 1.5411, 0.2449)  -1.007
H (-2.0399, -1.9748, 2.0787)  0.501
H (-4.2797, -2.2455, 0.5020)  0.477
O (-1.7606, -2.1062, -1.6198)  -0.966
H (-1.2415, -2.7373, -1.2502)  0.487
H (-3.2926, -1.2330, 0.6961)  0.465
O (1.8281, 4.2938, 0.9956)  -0.917
H (1.5760, -0.7383, -5.0211)  0.482
H (-0.5473, 1.6169, 3.3121)  0.468
O (-0.5560, -4.8196, 1.5466)  -0.974
H (-0.3781, -5.4420, 0.8165)  0.487
H (3.3960, 0.2642, 3.4460)  0.481
H (3.7593, -2.9348, -0.3741)  0.478
H (-3.0470, 0.9521, -1.6318)  0.483

Calculated values
- Maximum force: 0.167 Eh/bohr
- Lowest unoccupied orbital energy: -2.697 eV
- Energy relative to the best compared isomer or geometry (same formula, charge and spin): 169.7 kcal per mole
- HOMO-LUMO gap: 0.3834 Ha
- Highest occupied orbital energy: -13.13 eV
- Total energy: -35364.9666 eV
- Total charge: +1


3 unconnected molecules or ions with the total composition C4H16N2O2. Source: the OMol25 dataset; level of theory: ωB97M-V/def2-TZVPD.

Last column: natural (NBO) charge in e.
Cartesian coordinates (Å):
C (0.7379, -0.7385, -1.1933)  -0.633
C (-0.1344, 0.1345, -0.2354)  -0.046
C (-1.6226, -0.1258, -0.3935)  -0.630
N (0.1281, 1.5490, -0.2750)  -0.646
C (1.4997, 1.9050, 0.1716)  -0.066
N (1.5686, 3.4113, 0.0918)  -0.839
H (1.7777, -0.5788, -0.8962)  0.212
H (0.7025, -1.8892, -1.1104)  0.184
H (0.6291, -0.5577, -2.2405)  0.214
H (0.0682, -0.1903, 0.8468)  0.162
H (-1.9140, -1.1725, -0.6232)  0.210
H (-2.1464, -0.0830, 0.6057)  0.224
H (-1.8841, 0.5176, -1.2241)  0.217
H (-0.0328, 2.0692, -1.1873)  0.374
H (1.4981, 1.6641, 1.2301)  0.188
H (2.2757, 1.6264, -0.5722)  0.173
H (1.3853, 3.8993, 1.0697)  0.351
H (2.4866, 3.7309, -0.0227)  0.349
O (-1.2989, -3.6512, -0.1018)  -0.955
H (-0.8053, -4.1419, 0.5658)  0.480
H (-0.6958, -2.9664, -0.4889)  0.477
O (-1.4543, -1.5777, 2.3717)  -0.940
H (-1.0860, -0.7406, 2.0166)  0.461
H (-1.6829, -2.0938, 1.5947)  0.479

Calculated values
- Maximum force: 0.070 Eh/bohr
- Lowest unoccupied orbital energy: 0.676 eV
- Energy relative to the best compared isomer or geometry (same formula, charge and spin): 40.5 kcal per mole
- HOMO-LUMO gap: 0.3614 Ha
- Highest occupied orbital energy: -9.16 eV
- Total energy: -11481.2150 eV
- Total charge: 0
- SMILES: CC(C)NCN.O.O


C3H3IN2O in the gas phase. Source: the OMol25 dataset; level of theory: ωB97M-V/def2-TZVPD.

Last column: natural (NBO) charge in e.
Cartesian coordinates (Å):
C (1.3205, 0.6224, 0.3366)  -0.642
C (-0.0514, -0.0573, 0.3221)  0.021
N (-0.7624, -0.5481, 1.3580)  -0.196
N (-1.8353, -1.0337, 1.0126)  0.093
O (-2.0166, -1.0097, -0.3789)  -0.308
C (-0.8697, -0.4352, -0.8225)  0.103
I (-0.6837, -0.0441, -2.8741)  0.220
H (1.7107, 0.5786, -0.7158)  0.238
H (1.1951, 1.6236, 0.5119)  0.225
H (1.9928, 0.3036, 1.2501)  0.247

Calculated values
- Maximum force: 0.080 Eh/bohr
- Lowest unoccupied orbital energy: 0.012 eV
- Energy relative to the best compared isomer or geometry (same formula, charge and spin): 42.8 kcal per mole
- HOMO-LUMO gap: 0.3457 Ha
- Highest occupied orbital energy: -9.39 eV
- Total energy: -16285.1397 eV
- Total charge: 0
- SMILES: Cc1nnoc1I


C19H22N2O in the gas phase. Source: the OMol25 dataset; level of theory: ωB97M-V/def2-TZVPD.

Last column: natural (NBO) charge in e.
Cartesian coordinates (Å):
C (3.9378, 1.5511, 4.1584)  -0.219
C (4.0102, 2.5191, 3.1725)  -0.209
C (3.6966, 2.2005, 1.8619)  -0.234
C (3.3148, 0.9105, 1.5231)  0.061
C (2.9911, 0.5391, 0.1010)  -0.253
N (1.7976, -0.2860, 0.0336)  -0.444
C (0.6097, 0.4585, 0.4059)  -0.234
C (-0.5830, -0.4777, 0.5529)  -0.438
C (-0.8462, -1.2367, -0.7631)  0.428
C (0.4621, -1.8886, -1.2223)  -0.423
C (1.6181, -0.8957, -1.2664)  -0.212
N (-1.3350, -0.3065, -1.7596)  -0.668
C (-2.6885, -0.1397, -1.9520)  0.259
C (-3.1655, 0.7595, -2.9069)  -0.267
C (-4.5205, 0.9811, -3.0383)  -0.195
C (-5.4233, 0.3071, -2.2300)  -0.256
C (-4.9589, -0.6133, -1.3076)  -0.171
C (-3.6017, -0.8461, -1.1627)  -0.148
C (-3.0660, -1.8908, -0.2233)  -0.078
O (-1.7601, -2.3025, -0.5789)  -0.525
C (3.2462, -0.0570, 2.5187)  -0.240
C (3.5523, 0.2618, 3.8284)  -0.204
H (4.1794, 1.8004, 5.1812)  0.212
H (4.3076, 3.5268, 3.4238)  0.212
H (3.7507, 2.9618, 1.0960)  0.207
H (3.8229, -0.0483, -0.3041)  0.208
H (2.8954, 1.4528, -0.5144)  0.169
H (0.3720, 1.2359, -0.3441)  0.171
H (0.8021, 0.9534, 1.3606)  0.217
H (-0.3815, -1.2097, 1.3357)  0.216
H (-1.4622, 0.1076, 0.8240)  0.216
H (0.6918, -2.6803, -0.5100)  0.229
H (0.3106, -2.3453, -2.2017)  0.219
H (1.4362, -0.1319, -2.0482)  0.151
H (2.5347, -1.4299, -1.5307)  0.208
H (-0.7466, -0.1402, -2.5596)  0.388
H (-2.4595, 1.2816, -3.5373)  0.203
H (-4.8773, 1.6842, -3.7768)  0.212
H (-6.4828, 0.4863, -2.3308)  0.211
H (-5.6543, -1.1682, -0.6938)  0.207
H (-3.0887, -1.5326, 0.8188)  0.173
H (-3.6716, -2.7995, -0.2795)  0.204
H (2.9399, -1.0563, 2.2502)  0.225
H (3.4933, -0.4966, 4.5956)  0.212

Calculated values
- Maximum force: 0.010 Eh/bohr
- Lowest unoccupied orbital energy: 0.840 eV
- Energy relative to the best compared isomer or geometry (same formula, charge and spin): 36.5 kcal per mole
- HOMO-LUMO gap: 0.3179 Ha
- Highest occupied orbital energy: -7.81 eV
- Total energy: -25088.1120 eV
- Total charge: 0
- SMILES: c1ccc(CN2CCC3(CC2)Nc2ccccc2CO3)cc1